This record from the OMol25 dataset describes a single C3H3NO2 molecule at a distorted geometry. The level of theory is wB97M-V/def2-TZVPD.

Output
Frontier orbital gap   0.3416 Eh
Molar mass   85.1 g/mol
E   -321.2763 Ha
SMILES   N=C(C=O)C=O

```
9
C3H3NO2 | the OMol25 dataset | wB97M-V/def2-TZVPD
N -0.15 1.66 0.00
C 0.00 0.42 -0.12
C 1.15 -0.20 -0.85
O 1.27 -0.44 -2.00
C -0.78 -0.66 0.60
O -0.39 -1.42 1.44
H -0.97 1.94 0.55
H 1.74 -0.71 0.01
H -1.87 -0.58 0.36
```